1) Formula: C19H55Ag2N8O7
Source: OMol25
Level of theory: ωB97M-V/def2-TZVPD

Last column: Mulliken charge in e.
Cartesian coordinates (Å):
Ag: -3.5884 7.2609 -0.4626  0.730
Ag: 0.5893 5.2751 -5.3551  0.857
C: -2.1169 2.4937 -1.3816  -0.464
O: -2.3735 3.5456 -2.3082  -0.711
H: -1.2659 1.9007 -1.7165  0.173
H: -1.8134 2.8112 -0.3840  0.185
H: -2.9752 1.8274 -1.2949  0.203
C: -2.7388 -5.7413 -5.0114  -1.267
C: -3.1959 -5.8509 -3.5362  0.193
C: -2.6075 -7.2024 -2.9610  -0.706
O: -3.1535 -8.2485 -3.6822  -0.298
C: -2.5734 -9.4485 -3.2454  -0.806
N: -2.5777 -4.7689 -2.8198  -0.677
H: -3.0372 -4.7668 -5.3978  0.431
H: -3.3806 -6.4266 -5.5651  0.320
H: -1.6904 -5.9330 -5.2398  0.283
H: -4.2820 -5.8683 -3.4458  0.356
H: -2.8776 -7.2370 -1.9056  0.409
H: -1.5230 -7.0939 -2.9524  0.322
H: -2.4886 -9.6464 -2.1768  0.314
H: -1.6722 -9.6800 -3.8132  0.322
H: -3.2016 -10.2265 -3.6792  0.286
H: -2.7576 -3.8433 -3.1816  0.251
H: -1.5916 -4.9668 -2.9132  0.264
C: 6.9908 3.6893 -5.2171  -1.510
C: 5.5181 3.4518 -5.5471  0.661
C: 4.9125 2.3527 -4.6571  -0.813
O: 3.5290 2.0216 -4.9720  -0.324
C: 3.2773 0.6023 -5.1385  -0.746
N: 4.8967 4.7853 -5.6680  -0.714
H: 7.2575 3.8251 -4.1690  0.337
H: 7.3834 4.5679 -5.7291  0.434
H: 7.6219 2.9322 -5.6825  0.392
H: 5.4978 3.0822 -6.5724  0.194
H: 4.8746 2.6367 -3.6055  0.318
H: 5.5797 1.4917 -4.6978  0.370
H: 3.2952 -0.0054 -4.2337  0.322
H: 3.9621 0.0118 -5.7472  0.327
H: 2.2458 0.5421 -5.4856  0.248
H: 5.0985 5.4426 -4.9282  0.253
H: 5.3745 5.2784 -6.4087  0.275
C: 4.2306 -0.7139 5.9607  -1.318
C: 5.1903 0.2135 5.3549  0.660
C: 4.5191 1.4216 4.6450  -0.812
O: 3.3788 1.0095 3.8450  -0.294
C: 3.6845 0.1773 2.7463  -0.891
N: 6.1137 0.6488 6.4598  -0.723
H: 3.7347 -1.2793 5.1717  0.271
H: 3.6418 -0.2670 6.7618  0.348
H: 4.5867 -1.5737 6.5281  0.425
H: 5.7212 -0.2342 4.5148  0.160
H: 5.1824 2.0421 4.0423  0.367
H: 4.0704 2.1395 5.3315  0.329
H: 4.2777 0.6899 1.9890  0.366
H: 2.7854 0.0600 2.1413  0.297
H: 4.2731 -0.7373 2.8186  0.322
H: 6.8154 1.2855 6.1101  0.245
H: 6.6220 -0.1632 6.7798  0.246
C: -2.2364 -3.8213 6.0298  -1.201
C: -2.6917 -3.2848 4.6474  0.477
C: -2.0045 -1.9466 4.3126  -0.921
O: -2.2279 -0.9884 5.3390  -0.298
C: -3.4854 -0.2931 5.2177  -0.820
N: -2.2816 -4.1448 3.5595  -0.659
H: -2.7923 -3.2022 6.7339  0.297
H: -1.1683 -3.6280 6.1296  0.270
H: -2.5570 -4.8139 6.3462  0.375
H: -3.7626 -3.1102 4.7516  0.232
H: -2.2669 -1.6515 3.2967  0.396
H: -0.9471 -2.2084 4.2733  0.465
H: -4.4431 -0.7894 5.3744  0.289
H: -3.5642 0.0861 4.1989  0.342
H: -3.5556 0.5802 5.8663  0.285
H: -2.3787 -3.7541 2.6332  0.217
H: -2.8427 -4.9837 3.5972  0.254
C: -8.4984 4.7155 -3.5815  0.595
O: -9.6817 4.8901 -3.4589  -0.599
N: -7.5671 5.1593 -2.7441  -0.452
N: -7.9293 4.2545 -4.6779  -0.372
H: -8.0396 5.2166 -1.8533  0.255
H: -6.6924 4.6759 -2.8904  0.209
H: -8.3971 3.6774 -5.3622  0.222
H: -6.9198 4.2408 -4.6491  0.143
C: -0.0255 6.1796 3.6339  0.669
O: -0.4882 7.2753 3.9489  -0.653
N: -0.3023 5.0881 4.2951  -0.346
N: 0.8903 5.9504 2.7899  -0.344
H: -1.1572 4.9303 4.8093  0.193
H: 0.3915 4.3542 4.2832  0.115
H: 0.9799 6.6778 2.0948  0.215
H: 1.3926 5.0754 2.7431  0.152

Results
Total charge = +1
LUMO level = -6.192 eV

---

2) Formula: C19H55Ag2N8O7
Source: OMol25
Level of theory: ωB97M-V/def2-TZVPD

Last column: Mulliken charge in e.
Cartesian coordinates (Å):
Ag: -7.3298 2.3838 -0.0049  0.938
Ag: -5.1985 0.2630 4.3204  0.614
C: -1.8614 1.8889 0.6859  -0.538
O: -3.1778 1.8787 1.1067  -0.658
H: -1.2899 1.0422 1.0660  0.208
H: -1.8067 1.8771 -0.4026  0.209
H: -1.3092 2.7729 1.0050  0.205
C: 4.4171 -2.9160 0.5885  -1.372
C: 4.9037 -4.0079 -0.4289  0.499
C: 5.9010 -4.9746 0.2734  -0.688
O: 6.1669 -5.9796 -0.7670  -0.290
C: 7.3396 -6.7909 -0.7548  -0.768
N: 3.8373 -4.7062 -1.0850  -0.790
H: 5.2846 -2.3408 0.9122  0.354
H: 3.9540 -3.4287 1.4316  0.354
H: 3.6898 -2.2571 0.1143  0.337
H: 5.4282 -3.4577 -1.2102  0.242
H: 5.4284 -5.3509 1.1807  0.349
H: 6.7626 -4.4005 0.6143  0.364
H: 8.2714 -6.2252 -0.7579  0.294
H: 7.3568 -7.5395 -1.5469  0.250
H: 7.3127 -7.3781 0.1631  0.310
H: 3.3659 -4.0891 -1.7309  0.254
H: 4.3074 -5.4011 -1.6473  0.300
C: -2.6677 -4.3754 -8.7131  -1.312
C: -1.5089 -3.8278 -7.8399  0.428
C: -1.6434 -4.1299 -6.3562  -0.633
O: -0.6060 -3.4309 -5.7022  -0.326
C: -0.9933 -2.5779 -4.6229  -0.730
N: -0.2616 -4.3385 -8.3780  -0.765
H: -2.6760 -4.1005 -9.7679  0.334
H: -3.6689 -4.3134 -8.2866  0.348
H: -2.5623 -5.4586 -8.7736  0.321
H: -1.3967 -2.7502 -7.9589  0.265
H: -1.6681 -5.1877 -6.0943  0.310
H: -2.5998 -3.7368 -6.0115  0.304
H: -0.0903 -1.9674 -4.6305  0.255
H: -1.1358 -3.0276 -3.6403  0.264
H: -1.8815 -1.9719 -4.8016  0.340
H: 0.4305 -4.0838 -7.6880  0.309
H: -0.2810 -5.3258 -8.1658  0.285
C: 2.3082 7.4903 -0.7621  -1.493
C: 3.4184 8.2585 -1.4711  0.620
C: 4.6697 8.7572 -0.5305  -0.785
O: 4.2357 9.6304 0.4927  -0.337
C: 5.0845 9.7284 1.6499  -0.765
N: 3.9768 7.3645 -2.3949  -0.615
H: 1.6586 6.9722 -1.4676  0.440
H: 1.4959 8.0997 -0.3661  0.357
H: 2.6773 6.9001 0.0767  0.327
H: 3.0127 9.0545 -2.0956  0.204
H: 5.5457 9.1559 -1.0423  0.394
H: 5.0946 7.8661 -0.0684  0.360
H: 4.9198 8.8638 2.2928  0.311
H: 4.8242 10.6406 2.1867  0.241
H: 6.1585 9.7143 1.4645  0.325
H: 4.8990 7.6374 -2.7034  0.204
H: 3.8760 6.3897 -2.1506  0.211
C: -0.4224 -0.8768 7.0277  -1.384
C: -1.1899 -2.1733 7.2601  0.311
C: -0.6179 -3.0327 8.4830  -0.732
O: -1.2201 -4.3015 8.8282  -0.378
C: -0.8980 -5.3214 7.9081  -0.749
N: -2.5859 -1.8951 7.4964  -0.653
H: -0.4132 -0.2491 7.9187  0.322
H: -0.8352 -0.4244 6.1260  0.306
H: 0.6511 -0.9822 6.8708  0.385
H: -1.1870 -2.8707 6.4223  0.363
H: -0.7282 -2.3735 9.3441  0.350
H: 0.4335 -3.2631 8.3113  0.413
H: 0.0348 -5.2886 7.3451  0.344
H: -1.6200 -5.2844 7.0923  0.268
H: -1.1449 -6.2268 8.4624  0.283
H: -2.8642 -1.6935 8.4462  0.272
H: -3.0960 -2.7549 7.3531  0.288
C: -6.3375 7.2737 1.1092  0.593
O: -7.3189 6.6166 0.8442  -0.662
N: -6.3909 8.4905 1.4410  -0.344
N: -5.1143 6.7526 1.2674  -0.380
H: -5.4592 8.6416 1.8004  0.204
H: -7.2678 8.8943 1.7376  0.246
H: -4.2328 7.1112 1.6057  0.185
H: -4.9568 5.7551 1.2469  0.166
C: -6.4475 -1.9563 -2.6281  0.703
O: -6.8941 -0.8699 -2.7862  -0.662
N: -6.7610 -2.9608 -3.3746  -0.396
N: -5.5757 -2.2381 -1.7329  -0.403
H: -6.2577 -3.8104 -3.1624  0.166
H: -7.3857 -2.8756 -4.1637  0.210
H: -5.0526 -1.4728 -1.3318  0.201
H: -5.2434 -3.1218 -1.3740  0.190

Results
Total charge = +1
LUMO level = -6.210 eV

---

Energetically preferred structure: 2) | next structure: +37.6 kJ/mol